{
  "formula": "C51H64Ge2IrN8O2PSSe",
  "method": "the ωB97M-V functional and the def2-TZVPD basis",
  "e_above_lowest_kj_mol": 0.0,
  "charge": 1,
  "s_squared": 8.799,
  "homo_lumo_gap_ev": [5.057, 5.202],
  "homo_energy_ev": [-8.103, -9.901],
  "spin_multiplicity": 6,
  "symbols": ["Ir", "O", "S", "O", "N", "C", "C", "C", "C", "C", "C", "C", "C", "N", "C", "C", "C", "C", "C", "C", "C", "H", "H", "H", "H", "H", "H", "H", "H", "H", "H", "H", "Se", "N", "C", "C", "C", "C", "C", "C", "N", "H", "H", "H", "H", "N", "P", "N", "C", "C", "C", "C", "C", "N", "C", "C", "C", "C", "C", "N", "C", "C", "C", "C", "C", "H", "H", "H", "H", "H", "H", "H", "H", "H", "H", "H", "H", "H", "H", "H", "H", "H", "H", "H", "H", "H", "H", "H", "H", "H", "H", "H", "H", "H", "H", "C", "Ge", "C", "C", "Ge", "C", "C", "C", "C", "C", "C", "C", "C", "C", "C", "C", "C", "H", "H", "H", "H", "H", "H", "H", "H", "H", "H", "H", "H", "H", "H", "H", "H", "H", "H", "H"],
  "coordinates": [[-0.0613, -0.2795, 0.2446], [-1.8971, 0.8391, 3.9763], [-1.8270, -0.1523, 2.9452], [-2.7039, -0.0686, 1.8126], [-0.2902, -0.1335, 2.2588], [0.8771, 0.0845, 3.0291], [0.9652, 0.3983, 4.3724], [2.2117, 0.5742, 4.9998], [3.3833, 0.4637, 4.3090], [3.3412, 0.1825, 2.9271], [4.5009, 0.1101, 2.1278], [4.3905, -0.1180, 0.7844], [3.1187, -0.2972, 0.2311], [2.0164, -0.2527, 0.9528], [2.0937, -0.0070, 2.2970], [-2.0893, -1.7322, 3.7086], [-3.3290, -2.3105, 3.4786], [-3.6650, -3.4740, 4.1537], [-2.7777, -4.0356, 5.0578], [-1.5423, -3.4429, 5.2851], [-1.1925, -2.2834, 4.6152], [0.0685, 0.5444, 4.9484], [2.2283, 0.8145, 6.0536], [4.3393, 0.6119, 4.7913], [5.4689, 0.2499, 2.5910], [5.2588, -0.1610, 0.1430], [2.9978, -0.4905, -0.8238], [-4.0068, -1.8594, 2.7698], [-4.6197, -3.9442, 3.9646], [-3.0488, -4.9354, 5.5927], [-0.8498, -3.8843, 5.9886], [-0.2225, -1.8393, 4.7794], [-0.7487, -3.5299, 1.3542], [-1.1255, -2.1021, 0.2419], [-2.1263, -2.4931, -0.6139], [-2.7062, -1.7204, -1.6077], [-3.7397, -2.2624, -2.3730], [-4.1808, -3.5637, -2.1691], [-3.6052, -4.3571, -1.1896], [-2.5775, -3.8406, -0.3957], [-1.9754, -4.5633, 0.5838], [-2.3621, -0.7053, -1.7634], [-4.2183, -1.6561, -3.1324], [-4.9833, -3.9601, -2.7765], [-3.9406, -5.3690, -1.0121], [0.3353, -0.3739, -1.5934], [1.1536, -0.9163, -2.8763], [2.1888, 0.2651, -3.3677], [2.4906, 1.4751, -2.5938], [2.1801, 2.7245, -3.4018], [2.9453, 2.7178, -4.7185], [2.5814, 1.4707, -5.5146], [2.8373, 0.2132, -4.6902], [1.9790, -2.3168, -2.5664], [3.3052, -2.6251, -3.1202], [4.2111, -3.2982, -2.0984], [3.5398, -4.5227, -1.4996], [2.1893, -4.1364, -0.9133], [1.3098, -3.4879, -1.9765], [0.1644, -1.2107, -4.1501], [0.0790, -2.4596, -4.9069], [-1.3681, -2.9109, -5.0402], [-2.1803, -1.8168, -5.7260], [-2.0599, -0.5036, -4.9593], [-0.6046, -0.1127, -4.7492], [3.5560, 1.4760, -2.3260], [1.9064, 1.4609, -1.6739], [2.4324, 3.6040, -2.8088], [1.1039, 2.7597, -3.5978], [4.0214, 2.7201, -4.5137], [2.7249, 3.6161, -5.2957], [3.1700, 1.4058, -6.4314], [1.5293, 1.5181, -5.7991], [3.9193, 0.1066, -4.5526], [2.4809, -0.6667, -5.2251], [3.7698, -1.7152, -3.4666], [3.1868, -3.2926, -3.9853], [4.4476, -2.5887, -1.3015], [5.1490, -3.5673, -2.5879], [4.1770, -4.9725, -0.7374], [3.3889, -5.2739, -2.2815], [2.3259, -3.4356, -0.0833], [1.6777, -5.0142, -0.5229], [0.3479, -3.1770, -1.5707], [1.1171, -4.2345, -2.7564], [0.6881, -3.2178, -4.4301], [0.4962, -2.2858, -5.9095], [-1.7731, -3.1091, -4.0435], [-1.4095, -3.8394, -5.6121], [-3.2276, -2.1107, -5.8047], [-1.8065, -1.6798, -6.7468], [-2.5294, -0.6130, -3.9848], [-2.5700, 0.3023, -5.4913], [-0.5276, 0.7663, -4.1054], [-0.1557, 0.1396, -5.7172], [-3.2750, 1.7038, -2.9970], [-3.5615, 1.9684, -1.0634], [-4.8565, 0.6784, -0.3609], [-4.2500, 3.7949, -0.8646], [-1.3523, 1.8895, 0.0889], [-0.1876, 3.1934, -0.8562], [1.0954, 3.4703, -0.3733], [1.8123, 4.5691, -0.8214], [1.2701, 5.3998, -1.7931], [0.0279, 5.1045, -2.3302], [-0.6915, 4.0090, -1.8664], [-1.6539, 2.8296, 1.7923], [-0.6083, 3.3833, 2.5326], [-0.8523, 4.0444, 3.7266], [-2.1502, 4.1669, 4.1994], [-3.1983, 3.6135, 3.4818], [-2.9468, 2.9360, 2.2984], [-3.8841, 0.8730, -3.3492], [-2.2318, 1.5062, -3.2389], [-3.5890, 2.6031, -3.5275], [-5.3455, 0.1639, -1.1856], [-5.6099, 1.2003, 0.2290], [-4.3611, -0.0555, 0.2709], [-5.1676, 3.8464, -1.4532], [-3.5432, 4.5254, -1.2531], [-4.4771, 4.0473, 0.1671], [1.5392, 2.8300, 0.3813], [2.7888, 4.7846, -0.4071], [1.8198, 6.2651, -2.1380], [-0.3925, 5.7364, -3.1016], [-1.6698, 3.8145, -2.2853], [0.4107, 3.3081, 2.1834], [-0.0279, 4.4648, 4.2881], [-2.3431, 4.6838, 5.1299], [-4.2115, 3.6923, 3.8531], [-3.7705, 2.4551, 1.7850]],
  "forces_ev_per_a": [[-0.60, -0.66, -0.27], [0.19, -0.36, 0.06], [0.20, 0.00, 0.31], [-0.11, -0.05, -0.04], [0.41, -0.09, 0.18], [-0.16, -0.01, -0.17], [-0.15, 0.01, -0.17], [0.06, -0.01, -0.02], [-0.05, 0.01, 0.02], [0.01, 0.00, -0.06], [-0.05, 0.01, -0.02], [0.03, 0.00, 0.00], [-0.07, -0.06, 0.00], [-0.11, -0.11, 0.11], [0.01, 0.03, -0.03], [-0.15, 0.21, 0.09], [0.09, -0.03, -0.05], [0.00, -0.02, -0.04], [-0.01, 0.00, -0.02], [0.05, 0.02, -0.03], [0.00, 0.05, -0.06], [-0.12, -0.01, 0.06], [-0.02, 0.01, 0.02], [0.03, -0.01, 0.02], [0.02, 0.01, 0.01], [0.01, -0.02, -0.01], [-0.01, -0.06, -0.06], [-0.05, 0.00, -0.05], [-0.03, 0.01, 0.02], [0.01, -0.03, -0.02], [0.01, -0.01, 0.00], [0.03, 0.06, 0.06], [0.19, -0.12, -0.13], [0.40, 0.14, 0.13], [0.11, -0.25, 0.14], [-0.19, -0.01, -0.15], [0.12, 0.21, 0.08], [-0.01, -0.16, 0.09], [-0.16, 0.07, -0.17], [0.20, 0.18, 0.10], [0.02, 0.00, -0.04], [-0.05, 0.03, 0.00], [0.01, 0.01, -0.01], [-0.02, 0.00, 0.00], [0.00, -0.04, 0.00], [0.22, -0.03, 0.60], [0.20, -0.22, -0.90], [-0.08, -0.07, 0.13], [0.02, 0.00, -0.01], [0.17, -0.07, -0.09], [-0.07, -0.08, 0.00], [0.07, 0.02, 0.08], [-0.13, 0.09, -0.02], [-0.07, 0.29, 0.36], [-0.08, -0.07, -0.04], [-0.07, -0.02, -0.02], [-0.02, 0.00, 0.04], [-0.07, 0.10, -0.04], [0.01, 0.00, 0.10], [-0.04, 0.10, 0.24], [-0.05, -0.04, -0.06], [0.04, 0.05, 0.01], [0.04, 0.00, 0.01], [0.07, -0.17, -0.07], [-0.04, -0.05, -0.04], [0.03, -0.04, 0.03], [0.07, -0.01, -0.11], [0.02, -0.32, -0.26], [0.03, 0.01, 0.03], [0.02, 0.03, -0.02], [0.02, 0.02, -0.01], [-0.02, -0.02, -0.03], [-0.03, 0.00, -0.02], [0.02, -0.05, 0.04], [0.02, -0.08, 0.01], [0.07, 0.23, -0.11], [-0.03, 0.03, -0.01], [0.03, 0.06, 0.04], [0.00, 0.04, -0.01], [-0.01, -0.03, -0.01], [0.03, -0.04, 0.00], [-0.03, -0.01, 0.04], [-0.09, -0.01, 0.07], [-0.05, -0.01, 0.07], [-0.04, 0.03, -0.05], [0.06, -0.04, 0.02], [0.02, 0.02, 0.03], [0.01, -0.03, -0.03], [0.02, -0.01, 0.00], [-0.02, 0.00, -0.01], [-0.04, -0.01, -0.02], [0.04, -0.03, -0.10], [0.00, 0.00, 0.05], [0.05, 0.00, -0.04], [0.05, 0.01, 0.00], [-0.07, 0.08, 0.19], [0.12, -0.24, -0.04], [0.12, 0.04, 0.08], [0.09, -0.07, 0.01], [-0.53, 1.22, -0.39], [0.20, -0.25, 0.10], [-0.07, 0.17, 0.01], [-0.13, 0.11, 0.21], [-0.13, 0.14, 0.10], [0.00, 0.06, 0.02], [-0.01, 0.01, 0.09], [0.24, -0.21, 0.10], [-0.15, 0.04, -0.05], [0.02, -0.02, 0.00], [-0.02, 0.00, 0.00], [-0.01, 0.04, -0.06], [-0.01, 0.13, -0.09], [-0.01, 0.03, 0.00], [-0.08, 0.04, 0.04], [0.01, 0.03, -0.03], [-0.05, -0.02, -0.05], [-0.02, 0.01, 0.01], [-0.08, 0.00, -0.07], [-0.02, 0.03, -0.01], [-0.02, 0.05, 0.01], [-0.01, 0.00, 0.05], [0.03, -0.03, 0.07], [0.05, -0.01, 0.00], [0.02, 0.02, -0.01], [-0.01, 0.01, -0.02], [-0.04, -0.01, -0.03], [0.11, 0.00, -0.05], [0.02, 0.02, 0.01], [0.00, 0.02, 0.01], [-0.02, -0.01, 0.01], [-0.03, 0.00, -0.01]],
  "mulliken_charge": [0.97, -0.59, 1.28, -0.11, -0.08, 0.59, -0.64, -1.15, -1.12, 1.62, -1.26, -1.18, 0.26, 0.27, -0.34, 0.03, -0.41, -0.78, -0.60, -0.81, -0.08, 0.87, 0.47, 0.48, 0.47, 0.59, -0.05, 0.45, 0.44, 0.41, 0.45, 0.43, 0.10, -0.52, 1.11, 1.26, -1.55, -0.73, -0.97, 0.59, -0.92, -0.48, 0.41, 0.45, 0.50, 0.54, -1.05, 0.86, 0.31, 0.19, -1.25, -0.58, -1.20, 0.92, -0.63, -0.47, -1.05, -0.50, 0.26, 1.12, -0.76, -0.36, -1.36, 1.05, -0.11, 0.27, -0.65, 0.10, -0.20, 0.30, 0.51, 0.44, 0.14, 0.60, 0.44, 0.15, 0.32, 0.08, 0.42, 0.46, 0.34, 0.03, 0.51, -0.64, 0.51, 0.35, 0.34, -0.08, 0.40, 0.51, 0.41, -1.38, 0.57, -0.29, 0.22, -0.58, 1.38, -1.01, -1.18, -1.12, 1.08, 0.01, -1.08, -0.59, -0.84, -0.79, 0.34, 0.07, -0.94, -0.66, -1.12, 0.03, 0.53, -0.34, 0.60, 0.48, 0.52, -0.05, 0.52, 0.34, 0.34, 0.18, 0.43, 0.36, 0.46, 0.22, 0.44, 0.47, 0.41, 0.45, 0.42]
}